C26H46Br2FN2O2 | ωB97M-V with the def2-TZVPD basis set

XYZ file:
```
79
Properties=species:S:1:pos:R:3:forces:R:3
C 2.1233 0.2572 1.2128 -0.48 0.71 -0.09
C 0.5507 0.7033 1.2194 0.77 0.25 -0.89
C -0.0619 0.5210 2.6864 0.77 -0.09 0.00
F 0.8209 1.2115 3.6283 -1.76 -0.94 -1.48
C -1.5340 1.1162 2.8817 -2.69 1.67 0.40
C -1.7004 2.6771 2.7411 -3.16 -1.43 0.62
C -0.4989 3.6958 2.4345 3.40 1.14 1.67
O 0.3050 4.0767 3.3261 -4.21 -1.76 -3.97
O -0.3147 4.1491 1.0905 -1.51 -1.74 2.25
C -3.1166 3.3094 2.9380 0.63 -4.38 0.37
C -4.2806 2.3468 3.2812 2.04 0.89 -0.62
C -5.7527 2.9962 3.5098 0.59 -0.53 -0.03
C -6.9340 2.0570 2.9404 -0.49 -1.58 1.93
N -7.4037 1.0608 3.6874 1.95 2.72 -1.82
N -4.0965 0.9072 3.4116 2.82 2.28 -0.89
C -2.8056 0.2408 3.2116 1.56 2.46 -0.42
C -2.6498 -1.3722 3.3197 -1.30 0.31 0.46
Br -1.9411 -2.1003 1.5756 0.66 1.89 0.77
C -4.0560 -2.1324 3.5877 -0.08 -0.11 0.59
C -4.4173 -2.3575 5.1371 -1.10 -0.56 -0.11
Br -3.8927 -3.9549 2.7328 -1.31 0.45 1.28
H 2.2116 -0.7224 1.7959 0.23 1.42 -0.87
H 2.5316 0.1487 0.1348 -0.95 -0.03 1.76
H 2.7394 1.1210 1.6759 -1.01 -1.72 -0.45
H 0.5498 1.7935 0.8379 -0.25 -1.58 0.95
H -0.0370 0.1073 0.4158 0.79 0.76 1.68
H 0.0319 -0.5940 2.9622 -0.50 1.83 -0.34
H -0.9129 3.6415 0.4823 0.59 0.62 0.70
H -3.3055 4.4384 2.8369 0.32 -2.08 0.21
H -5.8838 3.1561 4.6509 0.11 -0.45 -1.85
H -5.7341 4.0396 3.0461 -0.02 -1.56 0.47
H -7.4071 2.2261 1.8988 0.98 -0.16 1.82
H -6.8813 1.0447 4.5947 -0.65 0.14 -0.60
H -4.9620 0.3792 3.6570 1.03 0.29 -0.42
H -1.9558 -1.6556 4.2012 -0.82 0.64 -1.72
H -4.9618 -1.6349 3.0936 1.55 -0.70 0.31
H -5.5709 -2.4767 5.1856 1.92 0.18 -0.07
H -4.0075 -3.3655 5.5346 -0.34 1.98 -0.64
H -4.1656 -1.4762 5.8247 -0.03 -1.21 -1.06
C -0.6540 -3.4026 -5.9574 0.14 0.08 -0.09
C 0.1190 -4.0742 -4.8305 -0.10 -0.11 -0.02
C -0.7841 -4.6431 -3.7344 0.12 -0.04 0.09
C -1.6314 -3.6098 -2.9858 -0.09 0.05 -0.14
C -0.8413 -2.4891 -2.3086 -0.13 -0.03 0.05
C 0.1022 -2.9898 -1.2238 0.13 0.22 -0.03
H -1.2242 -2.5417 -5.6008 -0.01 -0.04 -0.04
H 0.0364 -3.0460 -6.7265 -0.12 -0.01 0.02
H -1.3469 -4.1061 -6.4272 0.00 0.08 0.04
H 0.8380 -3.3665 -4.4058 -0.01 -0.04 0.02
H 0.7090 -4.8937 -5.2533 0.00 0.06 0.08
H -0.1631 -5.1936 -3.0194 -0.06 0.01 -0.01
H -1.4577 -5.3845 -4.1789 0.05 0.05 0.02
H -2.2261 -4.1339 -2.2283 0.03 0.03 -0.01
H -2.3552 -3.1627 -3.6760 0.05 -0.04 0.04
H -1.5536 -1.7899 -1.8540 0.01 0.01 -0.08
H -0.2783 -1.9116 -3.0491 -0.05 -0.06 0.01
H -0.4476 -3.5294 -0.4473 0.06 -0.11 -0.04
H 0.6144 -2.1458 -0.7512 0.04 -0.10 0.04
H 0.8679 -3.6540 -1.6296 -0.05 0.00 0.09
C 7.3701 0.9267 -3.3694 0.17 0.02 0.05
C 6.6292 0.8495 -2.0415 -0.08 -0.10 -0.04
C 5.1092 0.9341 -2.1926 -0.04 0.01 0.09
C 4.5847 2.2439 -2.7895 0.11 0.00 -0.12
C 4.9796 3.5098 -2.0275 -0.14 0.01 -0.10
C 4.4317 3.5517 -0.6083 0.15 0.14 0.11
H 7.1996 1.8805 -3.8735 0.01 -0.06 -0.01
H 8.4465 0.8272 -3.2057 -0.08 0.01 -0.09
H 7.0555 0.1205 -4.0381 0.01 0.08 0.00
H 6.9921 1.6357 -1.3722 -0.06 -0.02 0.00
H 6.8771 -0.1020 -1.5593 -0.03 0.08 0.03
H 4.6499 0.7698 -1.2114 0.00 0.02 -0.02
H 4.7689 0.1060 -2.8254 0.04 0.03 0.03
H 3.4909 2.1864 -2.8414 0.03 0.03 0.01
H 4.9278 2.3353 -3.8258 -0.03 -0.04 0.07
H 4.5933 4.3771 -2.5746 0.08 -0.07 0.01
H 6.0683 3.6239 -2.0061 -0.07 -0.05 -0.03
H 3.3399 3.4877 -0.6098 0.01 -0.03 0.02
H 4.7142 4.4901 -0.1228 -0.09 -0.10 0.03
H 4.8254 2.7344 0.0005 -0.04 0.02 0.00
```
Positions in Å, forces in eV/Å.

The total charge is +1. As for the HOMO energy: -12.3078 eV. The value obtained for the orbital gap is 0.259 hartree. As for the relative energy (zero: lowest compared OMol25 entry of this formula, charge and spin): 103.8 kcal/mol.